C25H41Br33NO | wB97M-V/def2-TZVPD

Positions of all 101 atoms, in Å:
C 4.29 1.38 -0.51
C 4.49 0.11 -1.34
C 4.63 0.36 -2.84
C 3.30 0.76 -3.50
C 2.34 -0.43 -3.69
C 1.19 -0.51 -2.66
C 1.22 -1.74 -1.72
C 1.09 -1.48 -0.21
C 0.15 -0.35 0.20
C -1.27 -0.49 -0.36
C -1.98 0.85 -0.49
C -3.52 0.79 -0.43
O -4.08 1.04 -1.70
C -3.87 2.39 -2.04
C -2.38 2.64 -2.31
N -1.55 1.50 -1.79
H 4.33 1.14 0.55
H 5.08 2.11 -0.71
H 3.33 1.87 -0.70
H 3.65 -0.57 -1.16
H 5.39 -0.39 -0.98
H 5.37 1.15 -3.01
H 5.00 -0.55 -3.32
H 2.82 1.51 -2.86
H 3.49 1.26 -4.45
H 2.90 -1.36 -3.66
H 1.91 -0.37 -4.69
H 1.22 0.41 -2.07
H 0.24 -0.52 -3.21
H 2.17 -2.25 -1.88
H 0.46 -2.46 -2.03
H 2.07 -1.29 0.23
H 0.73 -2.40 0.26
H 0.09 -0.31 1.29
H 0.58 0.62 -0.10
H -1.88 -1.10 0.31
H -1.24 -1.01 -1.33
H -1.61 1.50 0.30
H -3.89 1.53 0.28
H -3.84 -0.20 -0.10
H -4.23 3.05 -1.24
H -4.45 2.61 -2.94
H -2.02 3.56 -1.84
H -2.17 2.71 -3.38
H -0.60 1.83 -1.65
H -1.47 0.77 -2.50
C -4.36 2.79 3.13
Br -2.48 3.01 2.72
Br -4.81 3.72 4.74
Br -5.45 3.36 1.66
H -4.53 1.73 3.29
C -8.78 6.41 1.03
Br -8.66 5.36 2.64
Br -8.93 8.28 1.41
Br -7.31 6.05 -0.17
H -9.69 6.11 0.53
C 7.67 -0.29 1.05
Br 6.29 -0.81 2.29
Br 9.24 0.33 1.95
Br 8.07 -1.71 -0.19
H 7.28 0.54 0.47
C -2.86 -2.39 2.99
Br -3.53 -3.06 1.31
Br -1.27 -3.30 3.54
Br -2.60 -0.48 2.92
H -3.63 -2.58 3.73
C -12.97 5.06 1.85
Br -11.94 4.63 0.27
Br -12.74 3.72 3.21
Br -12.57 6.82 2.51
H -14.00 5.05 1.56
C -6.43 -4.55 4.02
Br -7.00 -5.52 2.47
Br -4.68 -5.09 4.59
Br -6.51 -2.65 3.72
H -7.12 -4.78 4.82
C -5.01 -9.54 4.45
Br -3.29 -8.87 3.90
Br -5.62 -8.68 6.06
Br -6.31 -9.39 3.04
H -4.89 -10.59 4.67
C 9.74 -3.71 -3.76
Br 10.95 -2.24 -3.52
Br 9.26 -4.50 -2.08
Br 8.19 -3.16 -4.76
H 10.25 -4.46 -4.34
C -2.01 6.52 4.19
Br -0.17 6.57 3.64
Br -2.29 7.45 5.85
Br -3.18 7.18 2.81
H -2.27 5.49 4.36
C 8.53 -4.82 1.98
Br 9.50 -6.46 1.75
Br 6.63 -5.12 1.99
Br 9.10 -3.85 3.53
H 8.74 -4.19 1.12
C 10.60 0.09 -6.52
Br 9.17 1.22 -5.92
Br 10.21 -0.71 -8.22
Br 12.28 1.03 -6.54
H 10.69 -0.71 -5.80

Calculated values
Frontier orbital gap: 8.7 eV
Energy: -86049.2832 Eh
Net charge: +1
E_HOMO: -0.418 Ha

***

C25H41BrN8O2RhSi2 | wB97M-V/def2-TZVPD

Positions of all 80 atoms, in Å:
Rh -0.48 0.26 0.98
Br -1.53 0.64 4.97
C -1.99 2.03 3.77
C -2.76 3.06 4.29
C -3.04 4.14 3.47
C -2.52 4.16 2.19
C -1.79 3.07 1.76
N -1.54 2.00 2.53
C -1.21 3.08 0.36
O -1.31 4.09 -0.31
O -0.64 1.99 -0.05
H -3.12 3.00 5.31
H -3.65 4.96 3.84
H -2.67 4.98 1.50
N 2.87 -0.08 3.96
C 2.30 0.80 3.12
N 1.19 0.28 2.65
C 1.14 -0.94 3.25
N 2.14 -1.20 4.05
C -0.03 -1.81 3.04
C -0.15 -3.09 3.58
N -1.29 -3.77 3.52
C -2.32 -3.16 2.94
C -2.19 -1.91 2.35
N -1.03 -1.26 2.36
H 3.72 0.01 4.49
H 2.69 1.78 2.90
H 0.69 -3.54 4.09
H -3.26 -3.68 2.95
H -3.03 -1.41 1.89
C -1.49 -3.05 -2.63
Si -0.46 -1.81 -1.68
C 0.66 -2.90 -0.61
C 0.37 -0.66 -2.91
C -1.53 -0.80 -0.50
Si -2.86 0.30 -1.30
C -3.91 0.99 0.10
C -3.97 -0.88 -2.25
C -2.31 1.59 -2.53
H -0.83 -3.86 -2.99
H -1.98 -2.61 -3.50
H -2.26 -3.51 -2.01
H 1.64 -3.09 -1.07
H 0.18 -3.87 -0.48
H 0.83 -2.49 0.39
H 1.40 -0.95 -3.14
H 0.39 0.37 -2.52
H -0.19 -0.66 -3.85
H -2.10 -1.54 0.07
H -4.67 0.25 0.40
H -4.45 1.89 -0.22
H -3.33 1.26 0.99
H -4.11 -1.84 -1.76
H -3.59 -1.06 -3.26
H -4.96 -0.41 -2.36
H -1.56 2.28 -2.14
H -3.18 2.18 -2.83
H -1.91 1.11 -3.43
C 3.81 1.04 -3.59
C 4.32 1.03 -2.16
N 3.49 0.24 -1.24
C 4.00 -1.09 -0.92
C 4.05 -2.07 -2.09
C 2.36 0.74 -0.70
C 2.14 2.23 -0.80
N 1.49 0.01 -0.07
H 4.50 1.59 -4.23
H 2.83 1.52 -3.66
H 3.72 0.03 -3.99
H 4.41 2.05 -1.79
H 5.32 0.60 -2.13
H 3.41 -1.52 -0.11
H 5.01 -0.96 -0.52
H 3.07 -2.17 -2.55
H 4.36 -3.05 -1.73
H 4.76 -1.75 -2.85
H 3.00 2.76 -0.38
H 1.24 2.50 -0.27
H 2.03 2.54 -1.84
H 1.69 -0.98 -0.11

Calculated values
Frontier orbital gap (spin up / spin down): 7.4 / 7.5 eV
Energy: -4829.1669 Eh
Net charge: +1
E_HOMO (spin up / spin down): -0.418 / -0.414 Ha

***

C25H41Cl3O2P2Zr | wB97M-V/def2-TZVPD

Positions of all 74 atoms, in Å:
Zr 1.30 -1.17 2.27
C -1.60 -1.33 3.08
C -1.29 -2.47 2.32
C 0.35 -2.23 3.96
C -0.49 -1.06 3.95
C -0.07 -3.04 2.83
C -2.89 -0.58 3.11
H -3.35 -0.52 2.12
H -2.74 0.44 3.46
H -3.63 -1.05 3.78
C -0.34 0.08 4.89
H -1.16 0.79 4.77
H 0.60 0.61 4.73
H -0.33 -0.28 5.92
C 1.64 -2.30 4.68
H 1.40 -2.27 5.76
H 2.34 -1.43 4.52
H 2.18 -3.24 4.49
C 0.85 -3.98 2.14
H 1.16 -4.77 2.83
H 1.79 -3.49 1.76
H 0.34 -4.45 1.29
C -2.10 -3.07 1.22
H -2.37 -4.12 1.42
H -1.55 -3.06 0.27
H -3.04 -2.51 1.07
C -1.19 2.57 0.06
C -2.24 1.74 0.26
C -2.59 0.44 -0.42
C -1.95 0.20 -1.81
C -0.65 -0.39 -1.66
C 0.70 0.15 -1.78
C 0.96 1.49 -0.99
C -0.16 2.56 -1.03
H -3.69 0.38 -0.50
H -1.98 1.14 -2.40
H -2.33 -0.41 0.23
H -0.69 2.52 -2.00
H -1.01 3.30 0.84
H -2.91 1.94 1.09
H 0.36 3.53 -0.99
H 1.20 1.20 0.05
H 1.40 -0.57 -1.27
H 1.89 1.90 -1.41
H -2.59 -0.51 -2.36
H -0.65 -1.31 -1.02
P -0.60 1.65 -3.89
C -0.74 3.41 -4.33
C -1.75 0.82 -5.04
P 1.58 -0.19 -3.33
C 1.11 1.22 -4.36
C 0.83 -1.69 -3.94
C 3.34 -0.42 -3.44
H 0.14 3.95 -3.95
H -1.63 3.86 -3.85
H -0.80 3.50 -5.43
H -1.57 1.20 -6.06
H -2.79 1.04 -4.75
H -1.65 -0.27 -5.02
H 3.66 -0.16 -4.46
H 3.58 -1.46 -3.22
H 3.87 0.22 -2.72
H 1.74 2.10 -4.14
H 1.16 1.01 -5.44
H 1.52 -2.50 -3.71
H 0.64 -1.64 -5.02
H -0.10 -1.90 -3.41
Cl 1.08 3.09 3.63
C 2.74 2.48 3.90
Cl 3.84 3.82 3.99
Cl 2.88 1.52 5.39
C 3.00 1.58 2.64
O 3.65 2.01 1.71
O 2.38 0.38 2.66

Calculated values
Frontier orbital gap (spin up / spin down): 3.9 / 3.9 eV
Energy: -3237.2447 Eh
Net charge: +2
ΔE to the lowest compared entry with this formula, charge and spin: 534.3 kJ/mol
E_HOMO (spin up / spin down): -0.413 / -0.414 Ha

***

C25H41Cl5FeSi4Te | wB97M-V/def2-TZVPD

Positions of all 77 atoms, in Å:
Fe -0.29 -0.16 0.17
Te 0.04 -1.52 -1.97
C -1.35 -1.25 -3.55
C -2.62 -1.82 -3.54
C -3.49 -1.64 -4.60
C -3.11 -0.88 -5.70
C -1.84 -0.31 -5.73
C -0.96 -0.50 -4.66
H -2.93 -2.41 -2.69
H -4.48 -2.08 -4.57
H -3.79 -0.74 -6.53
H -1.53 0.28 -6.58
H 0.03 -0.06 -4.70
Cl 2.48 0.54 -0.16
C 2.27 0.16 1.53
C 1.03 -0.36 1.90
C 0.92 -0.65 3.25
Cl -0.61 -1.27 3.86
C 1.94 -0.43 4.18
Cl 1.72 -0.80 5.85
C 3.15 0.11 3.76
Cl 4.42 0.42 4.88
C 3.32 0.42 2.41
Cl 4.80 1.11 1.85
C -1.53 5.02 2.04
Si -0.55 3.42 1.92
C -1.02 2.45 3.47
C 1.26 3.89 2.07
Si -0.96 2.17 0.01
Si -3.28 2.15 -0.20
C -4.12 3.75 -0.70
C -4.06 1.64 1.45
C -3.73 0.82 -1.45
Si -0.23 3.50 -1.75
C -0.80 5.29 -1.67
C -0.88 2.79 -3.35
C 1.64 3.61 -1.88
H -1.27 5.56 2.96
H -2.61 4.82 2.06
H -1.34 5.69 1.20
H -0.61 2.92 4.37
H -0.65 1.42 3.42
H -2.11 2.40 3.58
H 1.50 4.15 3.11
H 1.50 4.75 1.44
H 1.92 3.06 1.77
H -3.84 4.54 0.00
H -5.21 3.65 -0.69
H -3.81 4.07 -1.70
H -4.19 2.51 2.10
H -3.43 0.92 1.99
H -5.04 1.17 1.29
H -3.45 1.11 -2.47
H -4.81 0.60 -1.44
H -3.18 -0.10 -1.23
H -1.89 5.37 -1.58
H -0.48 5.83 -2.57
H -0.36 5.80 -0.80
H -1.98 2.80 -3.35
H -0.57 1.74 -3.46
H -0.54 3.34 -4.23
H 2.07 4.02 -0.95
H 1.92 4.28 -2.71
H 2.10 2.64 -2.06
C -3.96 -2.92 -0.13
C -3.09 -2.86 1.13
C -3.95 -2.51 2.35
C -1.96 -1.89 1.00
H -4.83 -3.56 0.03
H -3.39 -3.31 -0.97
H -4.32 -1.92 -0.40
H -2.67 -3.85 1.29
H -4.39 -1.51 2.22
H -3.36 -2.50 3.27
H -4.77 -3.23 2.47
H -2.24 -0.83 1.14
H -1.01 -2.18 1.43

Calculated values
Frontier orbital gap (spin up / spin down): 6.6 / 7.0 eV
Energy: -5967.9490 Eh
Net charge: -1
2S+1: 6
ΔE to the lowest compared entry with this formula, charge and spin: 122.6 kJ/mol
E_HOMO (spin up / spin down): -0.154 / -0.177 Ha
Expectation value of S²: 8.78

***

C25H41CuN2P | wB97M-V/def2-TZVPD

Positions of all 70 atoms, in Å:
C 4.19 -3.09 -1.52
C 4.33 -1.90 -0.82
C 3.26 -0.98 -0.66
C 2.00 -1.31 -1.18
C 1.89 -2.49 -1.93
C 2.95 -3.40 -2.07
C 3.57 0.22 0.20
C 3.14 1.65 -0.20
N 2.25 1.78 -1.33
Cu 0.28 -0.40 -0.84
C 0.58 -2.80 -2.60
P -0.22 -1.15 -2.82
H 5.31 -1.67 -0.37
H 2.79 -4.34 -2.61
H 5.03 -3.77 -1.63
H -0.08 -3.38 -1.95
H 0.69 -3.31 -3.57
H 3.14 0.01 1.19
H 4.66 0.26 0.34
H 2.63 2.08 0.67
C -1.95 -1.51 -3.20
C 0.50 -0.69 -4.43
H 4.06 2.24 -0.38
C 2.84 1.58 -2.63
C 1.36 2.91 -1.28
H -0.96 0.83 -0.44
H 3.58 2.37 -2.88
H 3.32 0.61 -2.68
H 2.04 1.62 -3.37
H 1.88 3.88 -1.43
H 0.61 2.80 -2.07
H 0.84 2.92 -0.32
H 0.20 -1.41 -5.21
H 0.13 0.31 -4.70
H 1.60 -0.65 -4.38
H -2.05 -2.22 -4.04
H -2.44 -1.91 -2.30
H -2.43 -0.56 -3.47
H -0.85 0.88 -1.20
C -5.30 1.85 2.22
C -4.23 0.85 1.90
C -4.58 -0.46 1.52
C -3.61 -1.41 1.19
C -4.03 -2.79 0.80
C -2.26 -1.05 1.26
C -1.84 0.24 1.74
C -2.89 1.19 2.00
N -0.52 0.49 1.85
C 0.03 1.16 3.05
C 0.12 2.67 2.83
C -0.80 0.91 4.31
C 1.43 0.61 3.30
H -6.01 1.95 1.40
H -5.87 1.55 3.11
H -4.87 2.84 2.42
H -5.64 -0.73 1.46
H -4.59 -3.27 1.61
H -4.70 -2.77 -0.08
H -3.18 -3.43 0.55
H -1.49 -1.77 0.98
H -2.61 2.22 2.26
H -0.86 3.11 2.62
H 0.53 3.15 3.73
H 0.78 2.91 1.99
H -0.90 -0.16 4.51
H -0.30 1.38 5.16
H -1.81 1.34 4.24
H 1.42 -0.48 3.19
H 2.17 1.03 2.61
H 1.77 0.86 4.32

Calculated values
Frontier orbital gap (spin up / spin down): 6.1 / 4.2 eV
Energy: -3068.3786 Eh
Net charge: 0
2S+1: 2
E_HOMO (spin up / spin down): -0.214 / -0.211 Ha
Expectation value of S²: 0.76

***

C25H41GaN3P2 | wB97M-V/def2-TZVPD

Positions of all 72 atoms, in Å:
Ga -3.68 -0.04 2.37
C 3.76 0.03 1.57
C 3.11 1.23 1.19
C 2.33 0.62 3.26
C 3.27 -0.36 2.83
C 2.22 1.59 2.24
C 4.90 -0.59 0.85
H 4.76 -0.54 -0.23
H 5.03 -1.65 1.14
H 5.84 -0.07 1.08
C 3.81 -1.46 3.66
H 4.30 -2.20 3.03
H 3.05 -1.96 4.27
H 4.58 -1.05 4.32
C 1.83 0.76 4.64
H 2.56 1.34 5.24
H 1.71 -0.21 5.16
H 0.88 1.31 4.70
C 1.47 2.87 2.30
H 2.12 3.68 2.68
H 0.61 2.77 2.99
H 1.11 3.17 1.31
C 3.41 2.06 0.01
H 3.78 3.07 0.27
H 2.50 2.19 -0.60
H 4.18 1.59 -0.63
C 0.98 -1.96 -0.33
C 2.06 -1.57 -1.00
C 2.08 -0.65 -2.18
C 0.81 0.11 -2.54
C 0.22 1.04 -1.53
C -0.62 0.78 -0.52
C -1.14 -0.56 -0.07
C -0.47 -1.78 -0.71
H 2.43 -1.25 -3.03
H 0.08 -0.58 -2.95
H 2.88 0.09 -2.05
H -0.62 -1.76 -1.79
H 1.05 -2.24 0.73
H 3.04 -1.94 -0.65
H -1.05 -2.65 -0.38
H -1.11 -0.66 1.03
H -1.09 1.65 0.00
H -2.24 -0.56 -0.24
H 1.05 0.75 -3.40
H 0.36 2.10 -1.79
P -2.54 -0.87 -2.81
C -3.03 -2.53 -3.41
C -2.23 -0.16 -4.48
P -4.11 1.38 -1.35
C -4.19 -0.19 -2.37
C -4.03 2.50 -2.82
C -5.92 1.54 -1.18
H -3.56 -3.07 -2.61
H -2.13 -3.09 -3.70
H -3.68 -2.38 -4.28
H -3.08 -0.46 -5.12
H -1.31 -0.62 -4.88
H -2.12 0.93 -4.46
H -6.39 1.45 -2.18
H -6.14 2.52 -0.75
H -6.29 0.74 -0.51
H -4.74 -0.94 -1.79
H -4.71 0.01 -3.31
H -4.33 3.51 -2.48
H -4.75 2.15 -3.57
H -3.03 2.55 -3.26
N -1.42 -1.02 3.70
C -0.58 -1.75 4.15
N 0.44 -2.42 4.61
C 0.68 -2.90 5.81
N 1.06 -3.39 6.83

Calculated values
Frontier orbital gap (spin up / spin down): 4.9 / 5.0 eV
Energy: -3748.5232 Eh
Net charge: +1
ΔE to the lowest compared entry with this formula, charge and spin: 0.0 kJ/mol
E_HOMO (spin up / spin down): -0.383 / -0.383 Ha

***

Question: Which value of energy does entry 1 give?
Answer: -86049.2832 Eh

***

Question: Which formula does entry 6 have?
Answer: C25H41GaN3P2